Below is a molecular structure, C23H41N8Ta, with properties calculated with wB97M-V/def2-TZVPD.

Each line ends with the Mulliken charge.
Element x y z (Å)
Ta (-0.400, -0.467, 0.194)  0.93
N (-2.810, -1.007, 0.547)  -0.48
C (-3.289, -1.850, 1.664)  -0.93
C (-2.541, -1.444, 2.909)  -1.05
N (-1.077, -1.509, 2.726)  0.60
C (-0.440, -0.786, 3.848)  -1.06
C (0.945, -0.311, 3.477)  -0.63
N (0.801, 0.567, 2.307)  -0.51
C (-0.611, -2.918, 2.730)  -0.95
C (-0.460, -3.528, 1.349)  -0.84
N (0.314, -2.589, 0.515)  -0.89
H (-3.251, -0.094, 0.639)  0.30
H (-3.162, -1.378, -0.330)  0.27
H (-3.126, -2.896, 1.417)  0.26
H (-4.363, -1.735, 1.817)  0.57
H (-2.856, -2.047, 3.767)  0.42
H (-2.796, -0.406, 3.135)  0.49
H (-0.435, -1.395, 4.758)  0.33
H (-1.049, 0.096, 4.060)  0.50
H (1.593, -1.146, 3.205)  0.30
H (1.414, 0.181, 4.332)  0.50
H (1.702, 0.830, 1.920)  0.18
H (0.351, 1.429, 2.602)  0.30
H (-1.262, -3.540, 3.352)  0.28
H (0.374, -2.943, 3.199)  0.48
H (-1.409, -3.706, 0.849)  0.41
H (0.049, -4.490, 1.419)  0.55
H (0.442, -2.981, -0.418)  0.04
H (1.262, -2.490, 0.879)  0.16
C (3.589, -1.368, 0.592)  -0.48
C (3.629, -0.195, -0.349)  0.89
C (4.843, 0.274, -0.830)  -1.07
C (4.890, 1.297, -1.763)  -0.90
C (3.715, 1.856, -2.242)  -1.09
C (2.477, 1.423, -1.789)  0.44
C (1.210, 2.004, -2.350)  -0.48
C (2.448, 0.401, -0.820)  0.44
N (1.222, -0.039, -0.345)  1.17
H (4.585, -1.606, 0.959)  0.58
H (3.218, -2.263, 0.081)  0.27
H (2.954, -1.184, 1.462)  -0.42
H (5.762, -0.185, -0.487)  0.47
H (5.844, 1.650, -2.129)  0.43
H (3.757, 2.637, -2.991)  0.48
H (1.436, 2.819, -3.034)  0.55
H (0.561, 2.393, -1.562)  -0.31
H (0.634, 1.253, -2.895)  0.12
C (-0.019, 4.808, 0.282)  -0.85
N (-1.187, 3.959, -0.010)  0.02
C (-2.344, 4.566, -0.696)  -0.83
C (-1.192, 2.714, 0.296)  0.51
N (-1.197, 1.581, 0.579)  -0.68
H (-0.339, 5.650, 0.892)  0.36
H (0.403, 5.165, -0.656)  0.35
H (0.729, 4.231, 0.818)  0.27
H (-2.760, 5.350, -0.066)  0.34
H (-3.097, 3.805, -0.882)  0.27
H (-2.008, 4.984, -1.643)  0.34
C (1.030, -2.318, -2.508)  -1.82
C (-0.206, -1.498, -2.736)  0.80
C (-0.786, -1.332, -3.949)  -0.99
C (-1.970, -0.569, -3.765)  -0.84
C (-2.111, -0.319, -2.440)  0.59
C (-3.196, 0.570, -1.900)  -1.35
N (-1.005, -0.884, -1.733)  0.97
H (1.601, -2.341, -3.435)  0.46
H (0.800, -3.367, -2.283)  0.38
H (1.694, -1.922, -1.746)  0.24
H (-0.402, -1.717, -4.880)  0.54
H (-2.633, -0.214, -4.538)  0.53
H (-3.511, 1.228, -2.709)  0.43
H (-2.878, 1.216, -1.081)  0.02
H (-4.102, 0.042, -1.591)  0.32

Calculated values
HOMO level   -12.92 eV
Charge   +2
DFT total energy   -1395.654427 hartree

Below is a molecular structure, C23H42B2BaF4N6O4P at a distorted geometry, with properties calculated with wB97M-V/def2-TZVPD.

Each line ends with the Mulliken charge.
Element x y z (Å)
Ba (0.729, -0.332, 0.061)  -0.09
C (3.268, 3.822, 1.584)  -1.90
C (2.240, 2.784, 1.270)  0.16
N (2.355, 1.904, 0.350)  1.04
O (3.469, 1.968, -0.409)  -0.54
B (3.340, 1.146, -1.633)  0.11
F (4.510, 1.192, -2.309)  -0.33
F (3.019, -0.217, -1.213)  0.01
O (2.252, 1.610, -2.528)  -0.50
N (1.041, 1.513, -1.949)  0.92
C (0.097, 2.197, -2.478)  0.10
C (0.242, 3.051, -3.697)  -1.89
C (-1.175, 2.210, -1.704)  0.01
N (-1.256, 1.392, -0.719)  1.41
O (-2.347, 1.642, 0.153)  -0.53
B (-1.925, 2.733, 1.130)  0.45
F (-3.065, 3.278, 1.670)  -0.30
F (-1.138, 3.681, 0.516)  -0.29
O (-1.189, 1.971, 2.181)  -0.57
N (0.149, 1.799, 1.759)  0.72
C (0.912, 2.805, 1.961)  0.28
C (0.555, 4.014, 2.760)  -1.97
C (-2.223, 3.216, -2.048)  -2.04
H (4.223, 3.532, 1.156)  0.47
H (3.372, 3.948, 2.661)  0.42
H (2.988, 4.790, 1.164)  0.31
H (1.258, 2.990, -4.071)  0.50
H (0.008, 4.092, -3.472)  0.36
H (-0.445, 2.723, -4.480)  0.33
H (-0.453, 3.950, 3.152)  0.31
H (0.648, 4.913, 2.151)  0.33
H (1.258, 4.109, 3.591)  0.54
H (-2.403, 3.223, -3.123)  0.55
H (-1.880, 4.211, -1.763)  0.38
H (-3.146, 3.009, -1.517)  0.38
C (1.389, -1.787, 3.359)  -1.21
N (2.259, -1.542, 2.212)  1.06
C (3.294, -0.570, 2.570)  -1.25
C (2.893, -2.772, 1.726)  -1.00
C (1.907, -3.793, 1.195)  -1.37
N (1.109, -3.304, 0.065)  1.18
C (-0.070, -4.146, -0.115)  -0.97
C (1.910, -3.312, -1.166)  -1.09
H (1.924, -2.271, 4.188)  0.29
H (0.544, -2.418, 3.082)  0.26
H (0.992, -0.836, 3.719)  0.35
H (3.971, -0.953, 3.345)  0.40
H (2.823, 0.341, 2.942)  0.23
H (3.888, -0.316, 1.690)  0.32
H (3.479, -3.245, 2.529)  0.37
H (3.604, -2.488, 0.947)  0.44
H (1.221, -4.088, 1.991)  0.48
H (2.457, -4.702, 0.912)  0.38
H (0.192, -5.196, -0.309)  0.40
H (-0.656, -3.784, -0.962)  -0.06
H (-0.691, -4.113, 0.781)  0.19
H (2.232, -4.329, -1.427)  0.40
H (2.792, -2.684, -1.060)  0.24
H (1.316, -2.918, -1.992)  0.10
C (-4.193, -1.586, 2.538)  -0.72
C (-4.477, -0.267, 2.851)  -0.86
C (-3.709, 0.789, 2.346)  -0.66
C (-2.665, 0.346, 1.614)  0.93
C (-2.339, -0.888, 1.150)  1.41
C (-3.144, -1.896, 1.688)  -0.87
H (-4.818, -2.376, 2.930)  0.48
H (-5.303, -0.029, 3.507)  0.46
H (-3.885, 1.817, 2.600)  0.78
H (-1.692, -1.126, 0.331)  -0.51
H (-2.980, -2.917, 1.367)  0.43
C (-1.679, -0.186, -3.983)  -1.31
P (-1.213, -1.452, -2.746)  1.24
C (-1.022, -2.917, -3.837)  -1.35
C (-2.897, -1.818, -2.061)  -1.33
H (-2.451, -0.571, -4.653)  0.61
H (-0.821, 0.121, -4.579)  0.36
H (-2.083, 0.685, -3.465)  0.21
H (-1.936, -3.113, -4.399)  0.46
H (-0.782, -3.796, -3.236)  0.40
H (-0.206, -2.771, -4.546)  0.40
H (-3.576, -2.030, -2.891)  0.60
H (-3.308, -0.977, -1.502)  0.24
H (-2.882, -2.688, -1.399)  0.32

Calculated values
HOMO level   -11.36 eV
ΔE to the lowest compared entry with this formula, charge and spin   87.00 kcal per mole
Charge   +1
DFT total energy   -2347.113029 hartree

Below is a molecular structure, C23H42BN4OOsSi4Te, with properties calculated with wB97M-V/def2-TZVPD.

Each line ends with the Mulliken charge.
Element x y z (Å)
Os (-0.807, 0.095, -2.282)  1.00
C (3.241, 0.220, -3.499)  -1.99
C (2.169, -0.480, -2.644)  3.49
C (2.747, -0.635, -1.230)  -2.19
C (0.973, 0.457, -2.534)  -1.44
C (1.779, -1.808, -3.279)  -0.47
C (1.633, -2.978, -2.546)  0.23
C (1.229, -4.160, -3.157)  -0.94
C (0.969, -4.196, -4.516)  -0.36
C (1.119, -3.036, -5.263)  -0.93
C (1.515, -1.860, -4.649)  -0.20
H (3.556, 1.144, -3.010)  0.49
H (2.877, 0.480, -4.493)  0.41
H (4.112, -0.429, -3.612)  0.42
H (3.022, 0.347, -0.840)  0.51
H (3.642, -1.262, -1.251)  0.41
H (2.022, -1.068, -0.543)  0.07
H (1.289, 1.511, -2.559)  0.51
H (1.807, -2.976, -1.479)  0.45
H (1.102, -5.052, -2.556)  0.39
H (0.633, -5.110, -4.989)  0.41
H (0.907, -3.044, -6.326)  0.40
H (1.596, -0.959, -5.247)  0.23
C (1.351, 2.647, 0.672)  -0.23
Si (-0.041, 2.399, 1.900)  -0.07
C (-1.578, 3.396, 1.518)  -1.05
C (0.577, 2.920, 3.608)  -1.06
Si (-0.585, 0.133, 2.073)  0.41
Te (-0.923, -1.192, -0.052)  -0.59
Si (-2.610, -0.110, 3.224)  0.20
C (-2.844, -1.914, 3.711)  -1.06
C (-4.038, 0.415, 2.126)  -1.04
C (-2.641, 0.942, 4.789)  -1.01
Si (1.104, -0.982, 3.243)  0.33
C (2.809, -0.393, 2.703)  -0.72
C (1.008, -2.836, 2.947)  -0.96
C (0.936, -0.659, 5.095)  -1.08
H (1.474, 3.709, 0.445)  0.47
H (1.130, 2.132, -0.262)  -0.53
H (2.289, 2.255, 1.071)  0.37
H (-1.317, 4.419, 1.240)  0.42
H (-2.232, 3.427, 2.393)  0.32
H (-2.140, 2.977, 0.683)  0.27
H (0.794, 3.992, 3.615)  0.43
H (1.490, 2.392, 3.891)  0.22
H (-0.176, 2.727, 4.376)  0.23
H (-2.789, -2.558, 2.829)  0.30
H (-3.817, -2.071, 4.184)  0.38
H (-2.071, -2.240, 4.412)  0.25
H (-4.047, -0.170, 1.204)  0.28
H (-3.950, 1.467, 1.849)  0.27
H (-4.996, 0.274, 2.635)  0.37
H (-1.803, 0.711, 5.451)  0.29
H (-3.567, 0.774, 5.345)  0.40
H (-2.589, 2.005, 4.542)  0.25
H (2.970, -0.585, 1.640)  -0.01
H (3.583, -0.924, 3.266)  0.39
H (2.942, 0.677, 2.870)  0.23
H (1.113, -3.056, 1.884)  0.19
H (0.048, -3.241, 3.274)  0.27
H (1.801, -3.359, 3.489)  0.34
H (0.946, 0.410, 5.316)  0.30
H (1.758, -1.128, 5.642)  0.40
H (0.000, -1.071, 5.480)  0.24
B (-1.091, 4.798, -1.713)  0.37
C (-1.002, 3.217, -1.766)  0.00
N (-0.942, 2.065, -1.822)  -0.38
H (-0.218, 5.172, -0.953)  -0.18
H (-0.917, 5.218, -2.837)  -0.17
H (-2.193, 5.086, -1.293)  -0.17
O (-1.286, -1.655, -3.329)  -0.54
N (-1.726, -0.784, -4.177)  0.08
C (-2.277, -1.181, -5.286)  0.63
C (-2.433, -2.571, -5.597)  0.10
N (-2.580, -3.679, -5.864)  -0.48
C (-2.737, -0.195, -6.214)  -0.05
N (-3.097, 0.596, -6.966)  -0.46

Calculated values
HOMO level   -4.99 eV
ΔE to the lowest compared entry with this formula, charge and spin   14.12 kcal per mole
Charge   -1
DFT total energy   -2737.456701 hartree